Record 1
47
Properties=species:S:1:pos:R:3 method="wB97M-V/def2-TZVPD" smiles="CCCCCCCCP(C)[PH2]=N.O=C1C=CC(=O)C=C1"
C 1.1718 -0.5431 1.0158
C 0.9198 0.1510 -0.3339
C 1.8094 1.3620 -0.5800
C 1.4388 2.5767 0.2805
C 0.1748 3.3218 -0.1962
C -0.8262 3.6618 0.9218
C -1.8962 2.5970 1.1964
C -2.9330 2.5011 0.0595
P -3.7190 0.8706 -0.3769
C -5.4869 1.2458 -0.0182
P -3.4382 -0.3013 1.4544
N -3.9675 0.1104 2.8715
H 1.4555 -1.5895 0.8854
H 1.9788 -0.0560 1.5711
H 0.2896 -0.5274 1.6637
H -0.1188 0.4962 -0.3789
H 1.0409 -0.5598 -1.1516
H 1.7369 1.6485 -1.6356
H 2.8555 1.0934 -0.3990
H 2.2830 3.2708 0.3020
H 1.2940 2.2531 1.3203
H -0.3174 2.7234 -0.9741
H 0.4681 4.2546 -0.6859
H -1.3358 4.6020 0.6808
H -0.2740 3.8440 1.8499
H -1.4226 1.6290 1.3804
H -2.4112 2.8563 2.1250
H -3.7709 3.1712 0.2761
H -2.4816 2.8692 -0.8673
H -6.0833 0.3367 -0.1266
H -5.6545 1.6610 0.9774
H -5.8260 1.9635 -0.7693
H -3.9265 -1.5302 0.9632
H -2.0710 -0.6215 1.3941
H -4.4259 1.0121 2.8872
C 3.1217 -3.9626 -2.7482
C 3.3713 -5.2548 -2.5594
C 3.8934 -5.7583 -1.2620
O 4.1229 -6.9348 -1.0915
C 4.1233 -4.7630 -0.1825
C 3.8745 -3.4706 -0.3719
C 3.3536 -2.9689 -1.6693
O 3.1221 -1.7913 -1.8374
H 2.7415 -3.5687 -3.6821
H 3.2116 -6.0011 -3.3271
H 4.5016 -5.1567 0.7522
H 4.0321 -2.7236 0.3960


Record 2
58
Properties=species:S:1:pos:R:3 method="wB97M-V/def2-TZVPD" charge=-1
C -0.3329 -2.3748 -3.5400
C -1.7498 -1.8389 -3.1864
C -1.9571 -1.9794 -1.6574
O -1.8927 -0.7541 -0.9623
Al -0.6505 -0.7782 0.3556
C -1.0313 -2.4136 1.4856
C -2.0522 -2.2000 2.6909
C -2.8211 -0.9081 2.6685
N -3.7229 -0.5922 1.5876
O -2.7037 -0.1506 3.5673
O 0.9781 -0.5869 -0.4235
C 1.4853 0.7186 -0.2804
C 1.2638 1.6317 -1.5331
C 0.1356 1.1774 -2.4784
C -1.2476 1.8239 -2.2364
S -1.2940 3.6083 -2.5437
O -1.2590 4.2396 -1.2606
O -2.4539 4.0142 -3.2650
O 0.0746 4.0592 -3.2635
C 3.0191 0.4022 -0.2980
C 3.9189 1.5737 0.0194
O 3.6354 2.6683 0.1125
Br 5.8422 1.0984 0.3270
C 0.9277 1.2225 1.1014
Br 0.6958 3.1918 1.3201
B 1.7192 0.7437 2.4367
O 2.2681 1.6956 3.2702
C 1.9280 -0.7843 2.8101
C 1.6988 -0.9918 4.3378
O -0.3786 0.7466 1.2965
H -0.3738 -3.4584 -3.4055
H -0.0208 -2.1129 -4.5522
H 0.3414 -1.9650 -2.7829
H -1.8806 -0.8110 -3.5310
H -2.5267 -2.4496 -3.6608
H -2.9096 -2.4834 -1.4268
H -1.1519 -2.6446 -1.2925
H -1.5066 -3.1531 0.8306
H -0.1405 -2.9015 1.8923
H -2.7594 -3.0389 2.6729
H -1.4755 -2.3016 3.6086
H -4.6467 -0.4159 1.9615
H -3.3678 0.2569 1.1553
H 2.1819 1.6267 -2.1262
H 1.0901 2.6801 -1.2869
H 0.4251 1.5026 -3.4868
H 0.0113 0.1021 -2.5331
H -1.6412 1.6210 -1.2425
H -1.9205 1.3655 -2.9637
H 0.4951 4.6799 -2.6444
H 3.2599 -0.3766 0.4337
H 3.2676 -0.0361 -1.2648
H 1.9286 1.6416 4.1733
H 1.2866 -1.4393 2.2204
H 2.9589 -1.1139 2.6241
H 1.6618 -2.0448 4.6207
H 2.5548 -0.5361 4.8490
H 0.8153 -0.4564 4.6996


Record 3
52
Properties=species:S:1:pos:R:3 method="wB97M-V/def2-TZVPD" e_above_lowest_kcal_mol=17.8
Pd 0.2023 -0.4781 -0.9384
N 0.5717 -0.6500 1.1767
C 1.3526 0.5507 1.5421
C 2.0556 0.4441 2.8945
C 1.1634 0.6207 4.1243
C 1.1286 2.0767 4.5988
N 0.9673 3.0356 3.5121
C -0.0819 2.9851 2.6858
N 0.0018 3.4895 1.4511
N -1.2115 2.4203 3.0773
C 2.3226 0.9893 0.4079
O 3.3669 1.5449 0.7319
O 1.8871 0.8211 -0.7811
H -0.3318 -0.6708 1.6384
H 1.0713 -1.5054 1.3934
H 0.6143 1.3556 1.5233
H 2.8508 1.1920 2.9074
H 2.5733 -0.5187 2.9267
H 1.5442 0.0417 4.9680
H 0.1561 0.2392 3.9293
H 2.0789 2.3244 5.0694
H 0.3555 2.2375 5.3543
H 1.8115 3.4328 3.1332
H 0.9217 3.6344 1.0668
H -0.6918 3.1192 0.7972
H -1.2583 2.0085 3.9920
H -1.7985 2.0201 2.3225
C 0.6635 1.4160 -3.8473
As 0.1350 -0.3439 -3.2457
C 1.4389 -1.4984 -4.0911
C -1.4673 -0.7152 -4.2588
H 0.7887 1.4393 -4.9295
H 1.5975 1.6633 -3.3453
H -0.0998 2.1307 -3.5440
H 1.4544 -1.3463 -5.1700
H 1.1841 -2.5335 -3.8680
H 2.4166 -1.2731 -3.6688
H -1.2747 -0.5638 -5.3206
H -2.2643 -0.0522 -3.9267
H -1.7707 -1.7442 -4.0739
C -2.9764 -4.0668 -1.1542
C -1.6118 -4.3120 -1.1285
C -0.7117 -3.2511 -1.0887
C -1.1542 -1.9258 -1.0685
C -2.5307 -1.6958 -1.0957
C -3.4305 -2.7542 -1.1356
H -3.6796 -4.8896 -1.1885
H -1.2423 -5.3308 -1.1430
H 0.3521 -3.4670 -1.0814
H -2.8985 -0.6772 -1.0644
H -4.4949 -2.5506 -1.1513
Cl -2.0472 1.5819 0.0843


Record 4
53
Properties=species:S:1:pos:R:3 method="wB97M-V/def2-TZVPD" smiles="CCOB(O)C1=C(CCCS)C(=O)OC1=O.COCCNCCOC"
C -1.6418 -0.8524 -2.1333
C -0.9883 -2.0501 -1.4550
O -2.0106 -2.9022 -0.8846
B -1.7489 -3.4898 0.3230
O -1.0748 -4.6769 0.4366
C -2.2907 -2.8258 1.6419
C -2.3171 -3.2840 2.9008
C -1.7967 -4.5441 3.5010
C -0.2604 -4.6044 3.5200
C 0.3141 -3.8022 4.6917
S 1.9780 -3.1308 4.3792
C -3.0361 -2.2676 3.7433
O -3.1249 -2.2039 4.9270
O -3.5689 -1.3198 2.9027
C -2.9252 -1.4726 1.6750
O -2.8681 -0.5828 0.8949
H -1.1496 -0.6540 -3.0853
H -2.6912 -1.0789 -2.3153
H -1.5706 0.0237 -1.4986
H -0.4202 -2.6491 -2.1698
H -0.3306 -1.7137 -0.6472
H -0.4001 -4.7974 -0.2378
H -2.2190 -5.4037 2.9792
H -2.1474 -4.5930 4.5352
H 0.0729 -5.6413 3.5676
H 0.1358 -4.2078 2.5856
H -0.3461 -2.9759 4.9542
H 0.4598 -4.4484 5.5570
H 1.8210 -2.8878 3.0728
C -0.1544 1.9967 -0.2195
O 0.0911 1.8946 -1.6089
C -0.5595 2.8856 -2.3951
C 0.4431 3.8364 -3.0103
N 1.0621 4.6747 -1.9952
C 2.1765 5.4866 -2.4687
C 3.4219 4.7660 -2.9714
O 4.1317 4.0695 -1.9649
C 3.6943 2.7512 -1.7051
H 0.2769 1.1126 0.2490
H 0.3102 2.8854 0.2210
H -1.2270 2.0175 -0.0025
H -1.2940 3.4307 -1.7950
H -1.0945 2.3694 -3.1980
H -0.0742 4.4776 -3.7307
H 1.1720 3.2305 -3.5678
H 1.3835 4.0866 -1.2367
H 2.4818 6.1362 -1.6450
H 1.8108 6.1391 -3.2687
H 4.1097 5.5263 -3.3501
H 3.2001 4.0934 -3.8095
H 3.2946 2.2751 -2.6055
H 2.9315 2.7132 -0.9214
H 4.5576 2.1815 -1.3614


Energy values (in eV) by entry order: -40153.41026, -194126.70217, -102908.09607, -43344.28054.
F_max values (in hartree/bohr) by entry order: 0.00594, 0.08188, 0.01373, 0.01392.